132
Properties=species:S:1:pos:R:3 method="wB97M-V/def2-TZVPD" multiplicity=2 total_charge=+1 orbital_gap_ev="5.79 / 1.73"
C -7.3274 8.0873 8.4826
H 1.2721 7.2432 5.5609
H -9.6000 14.1792 3.1482
C -4.3419 8.6832 -0.3314
N -2.5969 15.4440 8.9566
H -7.4159 13.3630 12.9314
H -3.2988 12.3414 7.9264
C -0.4097 7.1452 7.0174
C -9.5325 6.8474 8.3939
C -8.6252 12.1029 11.7638
H -5.4587 16.8515 5.4570
H -4.3009 13.0871 10.2288
H -8.0388 4.9135 2.7881
H -5.6090 11.7731 6.2488
C -6.0503 15.4363 6.9933
H -10.2603 11.6559 3.0299
H 0.0281 6.1205 5.0907
H -8.3905 14.8641 0.8533
N -4.1673 10.8835 -0.5068
N -9.0508 11.6568 1.2143
H -8.2143 11.2630 12.3240
H -6.5739 8.3666 9.2191
C -7.4438 11.6139 9.6646
C -8.7119 11.5492 10.3249
C -7.0802 10.2102 4.3016
H -6.8831 7.2973 7.8771
H -9.7518 6.4919 2.5375
C -8.6318 12.7003 0.4435
H -9.1394 10.5466 10.3262
H -8.4124 7.3655 10.2342
C 0.4785 16.6498 3.0397
C -8.6193 7.7069 9.2200
H -4.2179 11.3684 1.5569
C 0.5438 6.5354 5.9568
C -5.9860 9.0822 4.2429
H -7.7326 10.2186 3.4284
H 1.2275 5.7847 6.3532
H -6.3350 8.0575 4.3702
H -1.2521 14.7669 1.3747
C -8.4055 5.0314 1.7684
N -2.9403 14.7733 3.9759
H -8.1457 12.4318 -0.4828
C -5.1471 11.6235 5.2729
H -9.9186 7.2329 7.4503
C -9.6274 12.1865 2.3339
C -5.0522 3.8041 4.8505
C -4.2634 9.2480 0.9878
H 0.1387 7.7279 7.7575
H -5.7449 5.2153 6.8775
H -6.8612 7.5761 -0.1996
C -10.7451 6.3690 9.0684
H -3.7877 15.3562 10.6759
C -7.7933 13.4392 11.9117
C -6.2134 16.0970 5.6787
H -5.2516 15.9510 7.5275
H -0.9981 8.5776 5.5184
C -2.9759 13.2695 8.3746
N -6.4500 11.6750 9.0909
H -6.7776 7.5475 1.5495
H -8.6861 3.9840 1.6568
C -1.6381 15.6729 1.8419
H -4.4529 12.4343 5.0523
H -8.9844 10.6663 1.0283
H -7.6319 16.6389 7.8127
C -0.6149 16.8053 1.9713
C -7.2726 15.6103 7.8411
C -1.4633 7.9413 6.2713
C -6.4053 11.5741 4.2239
H -0.2512 17.0628 0.9766
C -3.1874 14.8547 9.9313
H 0.0426 17.0063 3.9729
C -7.2328 5.5287 0.7874
H -0.8302 6.3996 7.6922
H -5.6426 2.7382 6.4331
O -3.3910 9.6435 4.3718
N -11.6680 5.9061 9.6618
H -1.3434 17.4948 2.3979
H -9.6314 12.1722 12.1771
H -5.7067 14.4020 7.0051
H -6.8791 13.8044 11.4438
H -2.0047 8.6072 6.9431
H -5.4464 4.6426 4.2764
N -8.4033 6.1972 5.1912
S -9.0418 7.5670 0.6690
H -9.1848 8.5879 9.5236
C -2.4036 14.4681 7.9429
H -1.8342 14.6645 7.0465
C -6.6539 4.6976 6.5711
N -3.5186 6.6925 5.1473
H -6.1395 11.8136 3.1944
C -2.5942 7.2094 5.6318
O -4.5334 9.3290 6.5818
H 0.7825 15.6034 3.0687
C -3.5867 13.5887 9.5927
H -2.0659 16.3008 8.8925
H -7.5068 8.9313 7.8166
H -4.3076 8.5480 1.8091
H -8.4100 14.3377 11.8910
O -9.1617 8.8490 1.3608
H -6.3385 5.4460 1.4051
C -6.1869 3.4645 5.8295
O -9.4978 7.3941 -0.7456
H -7.1587 4.1716 7.3814
S -4.5574 9.8092 5.2259
H -7.1002 16.7272 5.6106
H -4.1702 4.1416 5.3948
C -8.2683 14.5982 7.4348
H -7.0269 2.9586 5.3535
H -7.6534 9.9859 5.2012
H -4.2374 9.6817 -2.3208
H -10.5094 5.5956 1.1793
H -7.2287 12.1961 4.5748
H -6.9892 15.3816 8.8685
H -7.2724 4.9496 -0.1352
H -4.6966 2.9636 4.2545
H -2.3365 15.7908 1.0134
H 1.3358 17.3113 2.9152
C -9.2703 13.5174 2.3609
C -4.2597 10.5504 0.8529
C -4.3104 9.7303 -1.2444
H -4.2576 7.6246 -0.5282
H -3.9398 11.8294 -0.7781
C -9.5710 5.9327 1.6196
H -6.3106 15.4380 4.8159
C -7.2383 7.0661 0.6869
C -2.3883 15.1380 3.0363
C -7.6452 5.5401 5.7821
H -5.7507 9.1393 3.1801
H -9.4283 12.1848 9.8044
H -8.9930 6.0038 7.9634
N -9.1169 13.8663 7.0728
C -8.7129 13.8711 1.1297

135
Properties=species:S:1:pos:R:3 method="wB97M-V/def2-TZVPD" multiplicity=4 total_charge=+2 orbital_gap_ev="5.88 / 5.87"
H 5.7269 0.8414 -1.7598
H -5.9048 0.6706 -0.1037
H 6.6777 1.8545 -2.8410
C 0.5661 2.8800 -3.9786
H 4.8337 5.0256 -2.2115
H 2.1906 -2.9761 2.8652
H 1.6652 4.3048 1.4025
N 1.3237 -2.2594 -0.2670
C 0.3964 4.8710 -2.4370
H -1.9661 2.8420 3.3071
C -0.0481 -0.7065 5.7555
H 0.9020 5.3805 2.5807
H -3.3573 1.5909 1.2273
C 2.2627 1.9428 0.4743
C 2.4754 -2.2173 -0.9592
H -4.8819 -2.7339 -1.0501
O -0.0143 1.6013 0.0586
H -0.8457 1.0735 4.8079
C 6.1846 3.2178 -0.5275
H -4.6742 -3.8082 0.3375
C 5.2768 4.1412 -2.6602
H 5.8010 3.9943 0.1296
H 2.8476 3.4890 -2.9186
C 1.9820 -4.4656 0.4611
C 0.3042 -0.9614 3.2241
H 3.9193 -5.1644 -0.1777
C 2.4022 -3.1518 3.9214
H -2.4745 0.5416 -5.9876
C -0.4226 0.7692 5.7594
H 1.7985 -2.5901 5.8848
H 0.4434 1.3891 5.9728
H -0.7162 3.9400 3.8889
H -1.9373 0.2191 2.9655
O -0.3250 -2.1980 2.7092
H -1.3017 -2.9747 -2.1963
C -4.3370 -3.5919 -0.6712
H -2.5564 -4.0997 -2.7222
C 1.1348 2.0951 -0.3742
C -5.2431 -0.0741 0.3382
H 6.3599 2.3128 0.0493
C 2.1352 -0.2408 4.7640
H -4.5328 0.8505 -2.1685
H -1.1626 0.9529 6.5338
C -0.6115 -0.4442 -2.9745
C 1.3697 2.7696 -1.5996
N -0.2589 -1.7572 -5.6162
H -1.9970 6.3621 0.9582
As -0.8890 4.0857 1.3512
H -2.5156 -5.4815 -0.5702
C 3.5539 2.2480 0.0947
C -1.6548 -2.5840 3.1950
H 1.3624 3.4440 -4.4522
H 0.3037 -2.9087 2.9752
H -3.0977 5.2977 1.8342
C -2.0607 5.6217 1.7519
C 0.9081 -1.1379 4.5989
N 0.8217 -0.2548 2.1810
H -5.2448 0.0993 1.4101
H 0.4373 -2.0740 -4.9662
O 2.0749 1.7158 1.8387
H 3.0774 1.3247 3.8730
C -1.0625 -0.7299 -5.2926
H -0.3357 3.0323 -4.5642
N -0.2681 -0.4995 -1.8576
C -2.1172 -4.5686 -0.1277
C -3.9485 0.0157 -1.7850
H 6.3123 4.3599 -2.9021
C 3.4205 -3.2331 -0.9610
H -1.2170 1.8635 -2.1346
H 0.0977 5.1889 -1.4359
C 1.1051 -3.4053 0.4064
C -1.1191 2.9419 -2.1767
H -2.9616 0.0616 -2.2384
H 7.1434 3.5450 -0.9180
C -2.7603 -1.7442 2.5786
H -1.7611 6.0844 2.6875
Br 3.8145 -0.9117 1.5381
H 2.5118 -4.2233 4.0710
C 0.8375 4.9903 1.5671
C -3.2910 1.4522 0.1514
H -3.8500 2.2590 -0.3201
C 3.8068 2.7240 -1.1871
C -3.8636 0.1103 -0.2693
C 2.6881 3.0174 -1.9646
H -2.8968 -2.3744 -2.6534
N -1.8369 -0.1934 -6.2377
C 1.3519 -2.5994 4.8883
H 4.3383 2.1082 0.8212
H 1.7463 -5.3451 1.0385
H -4.4506 -0.8978 -2.0959
Tc 0.2581 -0.4000 0.0353
H 0.9286 5.8156 0.8639
H -4.5981 -4.4488 -1.2919
H -4.0259 -3.5086 2.4621
C 0.3077 3.3380 -2.5343
O 2.8633 -0.2942 5.7147
H 3.3658 -2.6909 4.1272
C -0.9672 3.2230 3.1134
C -2.8125 -0.3717 3.2301
N -1.1785 -0.2479 -4.0812
H -0.9574 -1.3091 5.7296
H 0.1472 -3.4598 0.9017
C 5.6833 1.6932 -2.4342
C -2.8378 -3.3700 -0.7254
H -0.2534 2.4021 3.1484
H -4.8713 -1.9757 2.2448
H -0.2772 5.3275 -3.1579
H 4.3410 -3.1033 -1.5079
H -1.7691 -3.6321 2.9055
H 0.8193 1.8217 -4.0081
H 0.4772 -3.2573 4.9531
H 1.4036 5.2322 -2.6250
C 5.2206 2.9561 -1.6908
H -2.2579 -4.6520 0.9482
Sb -2.2841 -1.4199 0.3905
C 3.1894 -4.3748 -0.2213
H -1.4030 3.3769 -1.2217
H 0.4659 -0.9324 6.6899
H -2.8598 -0.4677 4.3144
C 1.7828 0.6027 2.4900
N 2.2932 0.6857 3.7704
H -1.8439 -0.5360 -7.1820
H -3.7034 0.1656 2.9185
H -5.6721 -1.0499 0.1320
H -2.2497 1.5454 -0.1401
C -4.0761 -2.4734 2.7875
H -1.0572 -4.5354 -0.3618
H 4.7649 3.9197 -3.5920
I 2.8967 -0.5480 -2.1579
H -4.3472 -2.4711 3.8421
C -2.3697 -3.1852 -2.1608
H -1.6929 -2.5088 4.2840
H 5.0043 1.4553 -3.2528
H -1.7989 3.3196 -2.9354
H -0.1692 -2.0447 -6.5753

181
Properties=species:S:1:pos:R:3 method="wB97M-V/def2-TZVPD" total_charge=-1 orbital_gap_ev=7.55
H 11.5200 -18.2088 -19.6191
H 14.1868 -22.4129 -22.3236
C 14.4222 -27.3559 -6.6488
C 14.7104 -30.3967 -12.4317
O 12.0842 -30.9992 -17.9926
O 13.7318 -23.9217 -15.3277
C 13.1275 -31.4654 -14.6360
C 18.4989 -22.0221 -14.5872
H 12.8476 -19.8022 -18.6267
H 20.3652 -21.5741 -18.2260
F 14.4788 -29.5201 -18.0659
F 8.8503 -29.6084 -19.7835
F 12.8699 -25.6406 -18.5674
H 19.7575 -19.8933 -15.8642
O 20.3988 -22.4389 -17.8034
C 17.0244 -23.0346 -16.3347
H 15.7365 -30.2061 -12.0951
H 9.9573 -17.2127 -19.4174
H 20.9695 -23.2486 -14.0136
H 12.5056 -32.1656 -12.6993
H 14.7040 -24.1968 -25.6460
N 12.6069 -24.1991 -23.8880
H 12.0115 -20.7681 -15.8211
O 7.1556 -29.2189 -14.0027
C 10.5651 -25.2355 -23.0993
H 11.4980 -16.5501 -19.2500
C 9.5809 -30.0186 -11.9994
C 20.7153 -23.1436 -15.0700
H 15.8413 -28.7867 -15.3137
F 13.2997 -22.8385 -9.9857
O 13.2249 -29.2607 -15.6373
O 12.5166 -26.5424 -4.9995
O 11.1914 -27.9609 -12.9778
F 8.6099 -29.8571 -11.1221
C 8.8618 -28.2954 -19.6425
H 21.6670 -22.9964 -15.5938
H 15.2554 -22.0018 -23.6758
F 15.6083 -27.4143 -6.0045
C 8.1307 -30.6405 -15.9601
O 8.7840 -18.5284 -17.4478
H 14.4763 -22.4627 -26.1053
H 10.1287 -22.7963 -22.1860
F 14.6735 -27.1996 -7.9351
O 11.3398 -30.0828 -20.1122
H 17.8478 -25.2896 -17.9083
N 12.6083 -25.2136 -7.0756
H 16.6559 -29.1630 -13.8467
O 11.3026 -27.0995 -20.1236
H 14.0917 -30.1115 -11.5814
H 13.3387 -32.7289 -16.2991
S 13.4625 -25.9245 -5.8780
C 17.7003 -22.8225 -18.6618
F 11.3615 -23.3062 -9.1338
C 10.9410 -17.4819 -19.0429
H 18.8212 -25.1497 -16.3605
C 14.0218 -23.3418 -25.6603
C 10.7544 -16.6101 -16.6659
C 11.5193 -21.5442 -23.3636
C 12.5185 -21.8396 -24.4836
H 16.1283 -30.4975 -14.7728
F 13.0677 -25.3411 -12.9956
H 9.9793 -20.6176 -15.0487
H 8.9315 -20.5664 -18.8528
H 11.4976 -15.8236 -16.8044
H 16.5489 -22.9570 -14.2211
C 12.6117 -23.7622 -9.3056
F 11.7834 -23.9403 -17.7683
C 13.3996 -23.0651 -24.2911
H 13.6266 -28.0123 -12.2766
C 11.0374 -17.8344 -17.5727
O 14.4245 -25.0857 -5.2397
C 11.5095 -24.0417 -22.9470
H 10.4884 -25.5597 -24.1458
O 9.9577 -25.8142 -14.5934
H 13.1000 -25.9327 -24.4156
H 10.8643 -20.7201 -23.6418
F 9.2982 -30.9907 -12.8394
H 14.7447 -32.3438 -11.6835
C 10.6574 -22.7765 -23.1492
H 12.1668 -23.1589 -20.9500
H 16.3285 -23.8684 -16.4119
H 12.7798 -17.9915 -16.1599
H 12.0105 -21.5533 -17.4299
O 10.0577 -26.5425 -18.1237
F 8.6697 -31.6270 -15.2855
S 11.1169 -24.9651 -14.7505
O 14.8047 -24.4793 -8.1976
H 14.0441 -29.4163 -16.1336
H 15.1280 -27.5350 -12.8732
H 15.1004 -23.6539 -23.1103
H 18.5278 -22.7982 -19.3754
N 12.2741 -26.0003 -15.5490
C 13.3697 -32.2575 -13.3609
H 13.7474 -27.4993 -13.9291
H 9.8487 -23.0138 -23.8444
F 13.7883 -28.5074 -6.4526
O 13.3375 -25.3716 -23.6700
F 13.8259 -28.1820 -19.6252
H 17.9927 -21.0535 -14.5727
H 19.4800 -24.8391 -17.8924
H 21.3381 -20.5979 -15.9330
C 12.0218 -24.0975 -21.5052
F 11.9825 -23.4494 -12.7769
H 13.2038 -23.7314 -26.2803
F 10.7205 -30.2765 -11.3504
H 16.8907 -23.4354 -19.0597
H 20.5576 -20.4661 -14.3944
H 12.0648 -21.3826 -22.4334
H 13.0451 -17.5506 -17.8355
H 13.8076 -19.8833 -17.2064
C 12.4713 -18.2184 -17.1768
O 8.8141 -27.5191 -12.4679
H 10.9654 -26.1175 -22.5939
H 20.4248 -24.1382 -15.4154
C 19.7085 -22.0792 -15.5361
S 13.5078 -24.0665 -7.7187
C 20.3612 -20.7024 -15.4448
C 18.5485 -24.7027 -17.3142
O 13.5138 -22.8132 -7.0304
H 15.5368 -32.1199 -13.3273
N 10.1122 -18.8682 -17.1365
H 18.9162 -22.1977 -13.5926
H 9.3320 -21.9561 -16.0158
H 8.3848 -18.3617 -16.5872
F 6.8537 -30.9046 -16.2272
H 8.5098 -20.4078 -15.9217
C 12.9593 -24.5632 -17.8052
F 13.8407 -23.6960 -18.2824
C 14.6815 -31.9235 -12.6841
H 17.8780 -24.0613 -14.6563
H 10.9923 -31.5198 -14.1278
Y 11.2449 -27.9994 -15.7900
C 9.4908 -20.8803 -15.9902
C 14.2451 -28.1082 -13.1732
S 8.1021 -29.0182 -15.0407
C 9.9020 -20.9179 -18.5090
F 14.1565 -30.2350 -20.0966
N 9.6488 -28.8894 -14.5419
C 11.8916 -24.7304 -13.0262
H 16.4964 -22.0803 -16.4284
H 12.9668 -24.6233 -21.3394
H 14.4294 -31.5023 -16.5750
C 14.0404 -32.0793 -15.7430
H 11.4561 -32.6083 -15.4314
O 7.9409 -28.0101 -16.0306
H 13.3804 -33.3221 -13.6216
C 15.8232 -29.4886 -14.4753
C 13.7171 -29.4260 -19.1632
C 18.2072 -23.2114 -17.2802
C 14.5369 -22.7349 -23.3083
H 9.7479 -16.2205 -16.8557
H 14.6866 -32.8926 -15.4094
S 13.5014 -25.0877 -16.1094
F 11.0737 -25.3168 -12.1640
C 14.5224 -29.5205 -13.6543
F 12.5500 -24.8628 -10.0586
H 12.0000 -21.8876 -25.4492
C 10.3343 -20.3480 -17.1497
C 11.8120 -20.6258 -16.8788
F 7.9324 -27.9099 -18.7963
H 9.5471 -25.0651 -22.7489
H 9.7941 -22.0001 -18.3623
O 14.6308 -25.9163 -16.3994
H 10.7350 -16.9169 -15.6204
C 11.6582 -31.6387 -14.9759
H 17.2750 -21.8115 -18.6526
H 11.3410 -24.6547 -20.8512
F 8.7828 -30.4958 -17.1278
N 19.3097 -22.3623 -16.9047
S 9.8111 -28.3897 -12.9278
C 17.4284 -23.0796 -14.8476
F 8.6816 -27.7495 -20.8353
C 12.7886 -19.6611 -17.5433
N 11.2774 -28.6813 -17.9423
O 10.9144 -23.6923 -15.3355
H 10.6430 -20.7054 -19.2818
S 10.5193 -27.5558 -19.0359
S 11.9255 -29.8544 -18.8501
N 13.3824 -30.0298 -14.4358
H 13.1067 -20.9192 -24.5760
H 11.3712 -30.9165 -15.7432